Molecular formula: C34H45CuNO2
Method: DFT, ωB97M-V with the def2-TZVPD basis set

XYZ file:
```
83
Properties=species:S:1:pos:R:3:forces:R:3
Cu -0.033628 -2.136574 0.082879 0.007 -0.548 -0.207
C 4.341033 3.753642 -0.590257 0.010 -0.017 -0.022
C 3.396674 3.404294 0.570011 0.011 -0.066 -0.017
C 2.229973 4.390837 0.552808 -0.048 0.037 -0.004
C 4.146561 3.565374 1.900513 0.004 -0.017 0.022
C 2.919333 1.957963 0.420222 0.000 0.001 0.021
C 1.593841 1.615902 0.292004 -0.009 -0.119 -0.013
C 1.236746 0.259124 0.162797 -0.133 -0.019 0.006
N -0.014613 -0.263022 0.008886 -0.021 0.454 0.080
C -1.260483 0.265325 -0.168862 0.150 -0.019 -0.010
C -1.617815 1.611264 -0.404780 -0.017 -0.126 0.009
C -2.941870 1.950693 -0.528370 -0.044 -0.029 0.000
C -3.906023 0.923016 -0.411858 -0.105 0.022 0.045
C -3.614145 -0.415586 -0.219597 -0.130 -0.069 -0.093
C -2.250541 -0.757336 -0.135015 0.222 -0.032 0.034
O -1.842931 -2.022450 -0.021911 -0.307 0.256 0.077
C -4.700087 -1.495457 -0.143412 0.076 0.003 -0.007
C -4.628324 -2.221784 1.211329 -0.005 0.036 -0.030
C -4.506385 -2.502207 -1.290724 0.015 -0.013 -0.012
C -6.101506 -0.899380 -0.274364 -0.065 0.026 -0.017
C -3.409936 3.385006 -0.785357 -0.011 -0.062 0.016
C -2.234356 4.355018 -0.896122 0.058 0.030 -0.002
C -4.209910 3.444777 -2.095433 0.005 -0.029 -0.028
C -4.305530 3.843031 0.375422 -0.021 -0.015 0.030
C 2.215710 -0.781944 0.228510 -0.245 -0.170 -0.058
O 1.776756 -2.045604 0.181938 0.307 0.253 0.045
C 3.573781 -0.441135 0.334640 0.197 0.067 0.025
C 3.862356 0.916156 0.419349 0.153 -0.036 0.000
C 4.762166 -1.422854 0.371857 -0.096 0.005 -0.001
C 5.683231 -1.133979 -0.824210 0.010 0.007 -0.035
C 4.369203 -2.902194 0.302453 0.009 -0.019 -0.014
C 5.546395 -1.218145 1.677829 0.004 0.012 0.041
H 4.667402 4.794547 -0.511311 -0.011 -0.050 0.004
H 3.836932 3.622712 -1.550883 0.021 0.014 0.032
H 5.233295 3.122940 -0.589410 -0.054 0.029 -0.001
H 2.614284 5.407798 0.658441 -0.025 -0.029 -0.005
H 1.535319 4.210633 1.378153 0.036 0.008 -0.041
H 1.673188 4.340974 -0.387530 0.028 0.007 0.047
H 4.491910 4.596454 2.018960 -0.018 -0.048 -0.015
H 5.020257 2.911877 1.952325 -0.040 0.029 -0.001
H 3.494332 3.322384 2.742676 0.023 0.010 -0.022
H 0.824579 2.368653 0.328192 0.030 -0.024 -0.021
H -0.848079 2.352360 -0.531706 -0.006 0.009 0.037
H -4.948861 1.205744 -0.490363 0.087 -0.005 -0.009
H -3.666928 -2.710327 1.355396 0.019 0.008 0.001
H -5.414284 -2.981341 1.267478 0.050 0.047 -0.019
H -4.782018 -1.515131 2.030707 0.001 -0.020 -0.014
H -3.529821 -2.983827 -1.241780 -0.124 0.063 -0.037
H -4.590414 -1.998957 -2.257666 -0.007 -0.017 0.031
H -5.278778 -3.275554 -1.242284 0.024 0.044 0.008
H -6.315523 -0.180356 0.521937 0.005 -0.050 -0.043
H -6.834751 -1.705883 -0.200654 0.017 0.044 -0.001
H -6.248781 -0.406403 -1.239618 0.015 -0.020 0.053
H -1.565694 4.087441 -1.719651 -0.044 0.025 0.046
H -1.650336 4.390979 0.028704 -0.036 -0.009 -0.059
H -2.612935 5.361309 -1.088057 0.025 -0.025 0.004
H -3.597332 3.111840 -2.937042 -0.028 0.019 0.028
H -4.536267 4.470103 -2.291992 0.016 -0.051 0.018
H -5.100220 2.812853 -2.056107 0.052 0.026 0.003
H -3.763664 3.792928 1.322923 -0.023 0.010 -0.028
H -5.199321 3.220737 0.464608 0.055 0.037 0.000
H -4.630509 4.875609 0.218628 0.014 -0.053 -0.003
H 4.907957 1.192462 0.509478 -0.068 -0.010 -0.009
H 5.143128 -1.264967 -1.765586 0.033 0.003 0.045
H 6.531006 -1.826110 -0.816489 -0.056 0.050 0.003
H 6.080708 -0.116631 -0.801870 -0.027 -0.047 0.002
H 3.834025 -3.136897 -0.619023 0.062 0.031 0.062
H 3.742934 -3.194639 1.146087 0.046 0.023 -0.044
H 5.283761 -3.501267 0.330077 -0.021 0.020 -0.002
H 5.961624 -0.210916 1.758300 -0.030 -0.049 -0.005
H 6.378609 -1.926873 1.725997 -0.049 0.047 -0.009
H 4.901904 -1.388650 2.544128 0.038 0.003 -0.040
C -0.127858 -6.823942 -0.062049 0.023 0.089 0.004
C 1.089238 -6.154079 -0.013976 -0.094 -0.019 -0.006
C 1.126224 -4.763329 0.033156 0.085 -0.044 0.008
C -0.065970 -4.061202 0.028823 -0.023 0.288 0.082
C -1.287541 -4.709905 -0.022021 -0.079 -0.075 0.014
C -1.314136 -6.100560 -0.065214 0.107 -0.020 -0.010
H -0.151844 -7.906634 -0.097042 0.006 0.038 0.002
H 2.019990 -6.709347 -0.011877 -0.035 0.000 -0.001
H 2.072836 -4.241243 0.073269 -0.117 -0.067 0.000
H -2.211364 -4.146721 -0.027796 0.092 -0.093 0.034
H -2.267880 -6.613405 -0.102586 0.026 0.002 0.000
```
Forces are in eV/Å.

The electronic energy is -3168.2624 Eh. The value obtained for the HOMO energy (alpha / beta) is -7.3 / -7.7 eV. The value obtained for the LUMO energy (alpha / beta) is -0.03038 / -0.06804 hartree. As for the spin multiplicity: 2.

These are the natural (NBO) partial charges, in e, on atoms 1 to 5: number 1, Cu, carries 1.36; number 2, C, carries -0.60; number 3, C, carries -0.08; number 4, C, carries -0.61; number 5, C, carries -0.60